# C36H48FN4O7

A 4-piece molecular cluster, C36H48FN4O7 overall (ωB97M-V with the def2-TZVPD basis set, the Open Molecules 2025 dataset).

Computed properties:
Net charge: +1
Spin multiplicity: 1
HOMO, eV: -11.27
Calculated total energy, eV: -61110.6664

Each line ends with the Löwdin charge.
Atoms and positions in Å:
C 3.049 4.848 -1.549  -0.100
C 1.885 5.832 -1.397  -0.237
C 0.822 5.397 -0.367  -0.169
C -0.586 5.348 -0.969  -0.106
N -1.515 4.474 -0.244  0.085
C -1.695 3.132 -0.226  -0.265
N -1.089 2.226 -0.981  -0.054
C -0.150 2.531 -2.055  0.004
C -1.377 0.810 -0.674  -0.143
C -0.535 0.309 0.492  -0.164
C -0.991 -1.061 1.001  -0.181
C -1.681 -1.033 2.374  -0.196
C -0.883 -0.368 3.485  -0.213
C -1.605 -0.408 4.834  -0.160
C -2.850 0.491 4.891  -0.224
O -2.724 1.564 5.808  -0.187
C -1.949 2.651 5.360  -0.113
N -2.598 2.793 0.728  0.197
C -2.948 3.920 1.270  -0.073
N -2.357 4.974 0.734  0.034
C -2.546 6.374 1.069  -0.257
F -1.331 6.862 1.489  0.038
C -3.158 7.203 -0.075  -0.152
C -2.407 8.492 -0.444  -0.075
H 3.286 4.373 -0.596  0.077
H 2.820 4.072 -2.281  0.066
H 3.950 5.355 -1.889  0.076
H 1.405 5.960 -2.371  0.106
H 2.273 6.811 -1.119  0.108
H 0.805 6.122 0.445  0.107
H 1.069 4.425 0.061  0.111
H -1.025 6.340 -0.970  0.104
H -0.563 5.016 -2.002  0.115
H 0.664 3.167 -1.713  0.069
H -0.650 2.986 -2.909  0.105
H 0.292 1.592 -2.373  0.103
H -2.440 0.708 -0.468  0.122
H -1.156 0.249 -1.580  0.127
H 0.510 0.279 0.173  0.110
H -0.593 1.056 1.282  0.092
H -0.122 -1.719 1.068  0.092
H -1.660 -1.537 0.283  0.087
H -2.667 -0.571 2.269  0.111
H -1.849 -2.072 2.676  0.118
H 0.096 -0.842 3.559  0.115
H -0.690 0.685 3.257  0.091
H -0.932 -0.066 5.620  0.120
H -1.895 -1.439 5.045  0.112
H -3.079 0.900 3.898  0.105
H -3.723 -0.067 5.224  0.124
H -1.657 2.537 4.311  0.067
H -2.520 3.577 5.464  0.082
H -1.039 2.746 5.958  0.090
H -3.665 4.006 2.073  0.157
H -3.203 6.343 1.938  0.163
H -4.179 7.439 0.220  0.118
H -3.249 6.562 -0.952  0.111
H -2.923 9.372 -0.069  0.082
H -2.353 8.598 -1.527  0.082
H -1.391 8.508 -0.061  0.070
C 4.248 -1.199 0.214  0.020
C 4.738 -2.170 -0.551  0.028
C 4.190 -3.548 -0.479  -0.366
O 4.610 -4.428 -1.198  0.103
C 3.101 -3.812 0.494  0.030
C 2.613 -2.840 1.260  0.015
C 3.137 -1.456 1.166  -0.386
O 2.666 -0.553 1.828  0.086
H 4.624 -0.185 0.182  0.120
H 5.543 -2.011 -1.257  0.124
H 2.725 -4.827 0.522  0.128
H 1.810 -3.004 1.967  0.120
C -0.703 -4.708 -3.078  0.022
C -1.749 -4.936 -3.868  0.029
C -3.138 -4.683 -3.401  -0.383
O -4.090 -4.879 -4.120  0.121
C -3.313 -4.173 -2.015  0.029
C -2.266 -3.948 -1.227  0.011
C -0.879 -4.192 -1.698  -0.380
O 0.075 -3.972 -0.980  0.090
H 0.318 -4.886 -3.394  0.122
H -1.647 -5.312 -4.878  0.126
H -4.333 -4.003 -1.696  0.125
H -2.371 -3.586 -0.213  0.108
C 4.158 -7.571 -1.989  0.021
C 4.004 -7.673 -3.306  0.022
C 3.449 -8.901 -3.928  -0.390
O 3.297 -8.986 -5.127  0.104
C 3.081 -10.021 -3.023  0.020
C 3.232 -9.922 -1.706  0.019
C 3.775 -8.686 -1.085  -0.384
O 3.891 -8.585 0.117  0.103
H 4.554 -6.682 -1.517  0.090
H 4.271 -6.873 -3.986  0.121
H 2.684 -10.907 -3.501  0.122
H 2.967 -10.721 -1.026  0.122